Record 1
# C29H26CsIN4O2Se

A structure of composition C29H26CsIN4O2Se (the ωB97M-V functional and the def2-TZVPD basis, the Open Molecules 2025 dataset).

```
! wB97M-V def2-TZVPD RIJCOSX def2/J DEFGRID3
* xyz -2 1
Cs 1.145 0.674 0.946
C 0.104 -2.159 3.127
C -0.537 -1.007 3.836
C -0.537 -0.930 5.234
C -1.081 0.177 5.849
C -1.627 1.188 5.068
C -1.596 1.035 3.689
N -1.064 -0.033 3.095
C -2.162 2.078 2.784
C -3.204 2.909 3.199
C -3.694 3.854 2.318
C -3.141 3.952 1.055
C -2.109 3.081 0.708
N -1.648 2.165 1.558
C -1.507 3.111 -0.657
C -1.430 4.292 -1.384
C -0.879 4.237 -2.657
C -0.453 3.024 -3.155
C -0.563 1.879 -2.358
C -0.082 0.544 -2.827
N -1.072 1.946 -1.128
H -0.204 -3.109 3.573
H 1.189 -2.063 3.251
H -0.128 -2.161 2.057
H -0.076 -1.722 5.808
H -1.063 0.271 6.928
H -2.027 2.084 5.525
H -3.639 2.794 4.182
H -4.516 4.497 2.608
H -3.526 4.663 0.337
H -1.753 5.234 -0.959
H -0.774 5.140 -3.245
H -0.007 2.947 -4.137
H -0.132 0.468 -3.915
H -0.666 -0.253 -2.370
H 0.963 0.421 -2.518
I -2.737 -1.445 -0.001
C -1.909 -2.700 -1.471
C -2.742 -3.212 -2.427
C -2.210 -4.057 -3.427
C -0.878 -4.355 -3.427
C -0.009 -3.826 -2.438
C 1.371 -4.136 -2.443
C 2.182 -3.606 -1.477
C 1.650 -2.750 -0.486
C 0.318 -2.377 -0.398
C -0.509 -2.961 -1.414
H -3.797 -2.973 -2.419
H -2.867 -4.462 -4.189
H -0.460 -5.004 -4.191
H 1.765 -4.784 -3.220
H 3.245 -3.833 -1.481
H 2.365 -2.361 0.243
N 5.083 -0.861 -1.944
C 5.189 0.598 -1.886
C 3.848 1.375 -1.849
O 3.912 2.602 -2.051
O 2.831 0.673 -1.600
H 4.011 -0.425 2.591
H 4.646 -1.106 -2.826
H 4.373 -1.113 -1.261
H 5.767 0.962 -2.738
H 5.748 0.880 -0.989
Se 3.311 0.033 3.795
*
```

## Properties
frontier orbital gap: 4.992 eV
HOMO energy: -1.342 eV
energy relative to the best compared isomer or geometry (same formula, charge and spin): 0.0 kcal/mol

The computed Mulliken charges, all in e, follow: number 1, Cs, carries 1.250; number 2, C, carries -0.813; number 3, C, carries 0.818; number 4, C, carries -0.865; number 5, C, carries -0.428; number 6, C, carries -0.967; number 7, C, carries 0.755; number 8, N, carries 0.166; number 9, C, carries 0.168; number 10, C, carries -0.911; number 11, C, carries -0.597; number 12, C, carries -0.918; number 13, C, carries 0.285; number 14, N, carries 0.176; number 15, C, carries 0.683; number 16, C, carries -0.976; number 17, C, carries -0.416; number 18, C, carries -0.863; number 19, C, carries 0.812; number 20, C, carries -0.443; number 21, N, carries 0.102; number 22, H, carries 0.389; number 23, H, carries 0.197; number 24, H, carries -0.139; number 25, H, carries 0.390; number 26, H, carries 0.387; number 27, H, carries 0.364; number 28, H, carries 0.381; number 29, H, carries 0.402; number 30, H, carries 0.408; number 31, H, carries 0.403; number 32, H, carries 0.388; number 33, H, carries 0.369; number 34, H, carries 0.416; number 35, H, carries -0.126; number 36, H, carries -0.108; number 37, I, carries 0.082; number 38, C, carries -0.139; number 39, C, carries -0.764; number 40, C, carries -0.385; number 41, C, carries -0.862; number 42, C, carries 1.155; number 43, C, carries -0.902; number 44, C, carries -0.774; number 45, C, carries -0.352; number 46, C, carries -0.258; number 47, C, carries -0.070; number 48, H, carries 0.357; number 49, H, carries 0.343; number 50, H, carries 0.292; number 51, H, carries 0.276; number 52, H, carries 0.393; number 53, H, carries 0.451; number 54, N, carries -0.737; number 55, C, carries -0.522; number 56, C, carries 0.419; number 57, O, carries -0.814; number 58, O, carries -0.589; number 59, H, carries -0.007; number 60, H, carries 0.293; number 61, H, carries 0.331; number 62, H, carries 0.326; number 63, H, carries 0.215; number 64, Se, carries -0.895

***

Record 2
# C29H26ErF5N5S2

A structure of composition C29H26ErF5N5S2 (the ωB97M-V functional and the def2-TZVPD basis, the Open Molecules 2025 dataset).

```
! wB97M-V def2-TZVPD RIJCOSX def2/J DEFGRID3
* xyz -1 4
Er 0.294 -0.192 0.129
C -0.072 -3.247 1.642
C 0.015 -2.759 3.093
C 0.971 -1.572 3.199
N 0.464 -0.369 2.550
C -0.143 0.541 3.282
C -0.612 0.271 4.596
C -1.168 1.070 5.580
C -1.401 2.435 5.610
C -1.130 3.308 4.566
C -0.661 3.064 3.291
C -0.296 1.870 2.605
N 0.030 1.877 1.339
C -0.055 3.117 0.584
C 0.322 2.909 -0.881
C -0.798 2.299 -1.718
N -1.251 1.087 -1.074
C -2.248 0.404 -1.574
C -2.756 0.593 -2.881
C -3.950 0.193 -3.455
C -5.074 -0.355 -2.854
C -5.169 -0.696 -1.510
C -4.183 -0.808 -0.550
C -2.764 -0.663 -0.665
N -1.887 -1.259 0.107
C -2.374 -2.268 1.044
C -1.474 -3.497 1.110
H 0.413 -2.508 1.010
H 0.534 -4.144 1.505
H -0.972 -2.463 3.459
H 0.367 -3.565 3.741
H 1.234 -1.371 4.241
H 1.901 -1.839 2.690
H -0.548 -0.771 4.875
H -1.454 0.531 6.479
H -1.817 2.853 6.519
H -1.330 4.355 4.773
H -0.560 3.958 2.693
H -1.069 3.536 0.637
H 0.622 3.863 1.017
H 0.611 3.864 -1.321
H 1.212 2.268 -0.930
H -1.633 3.009 -1.793
H -0.427 2.122 -2.732
H -2.070 1.120 -3.535
H -4.041 0.412 -4.515
H -5.961 -0.475 -3.465
H -6.166 -0.951 -1.160
H -4.529 -1.107 0.430
H -2.471 -1.817 2.038
H -3.364 -2.619 0.756
H -1.971 -4.236 1.747
H -1.407 -3.931 0.109
F 1.149 -5.660 -4.640
C 1.161 -4.387 -4.215
C 0.830 -4.075 -2.914
F 0.488 -5.047 -2.056
C 0.851 -2.758 -2.513
F 0.520 -2.505 -1.227
C 1.182 -1.686 -3.332
S 1.152 -0.052 -2.775
C 1.512 -2.051 -4.640
F 1.848 -1.109 -5.531
C 1.505 -3.361 -5.074
F 1.832 -3.655 -6.343
S 4.528 -2.588 0.473
C 3.347 -1.497 0.300
N 2.485 -0.707 0.185
*
```

## Properties
frontier orbital gap (alpha / beta): 7.139 / 7.144 eV
<S²>: 3.75
HOMO energy (alpha / beta): -4.676 / -4.679 eV
energy relative to the best compared isomer or geometry (same formula, charge and spin): 0.0 kcal/mol

The computed Mulliken charges, all in e, follow: number 1, Er, carries 0.661; number 2, C, carries 0.920; number 3, C, carries -0.609; number 4, C, carries -1.428; number 5, N, carries -0.224; number 6, C, carries 1.275; number 7, C, carries -0.459; number 8, C, carries -0.791; number 9, C, carries -0.662; number 10, C, carries -0.596; number 11, C, carries -0.710; number 12, C, carries 0.966; number 13, N, carries -0.149; number 14, C, carries -1.061; number 15, C, carries -1.112; number 16, C, carries -1.171; number 17, N, carries -0.002; number 18, C, carries 0.647; number 19, C, carries -0.416; number 20, C, carries -0.540; number 21, C, carries -0.485; number 22, C, carries -0.321; number 23, C, carries -1.070; number 24, C, carries 0.785; number 25, N, carries -0.124; number 26, C, carries -0.749; number 27, C, carries -1.438; number 28, H, carries -0.791; number 29, H, carries 0.617; number 30, H, carries 0.302; number 31, H, carries 0.459; number 32, H, carries 0.624; number 33, H, carries 0.226; number 34, H, carries 0.178; number 35, H, carries 0.302; number 36, H, carries 0.306; number 37, H, carries 0.302; number 38, H, carries 0.295; number 39, H, carries 0.491; number 40, H, carries 0.643; number 41, H, carries 0.541; number 42, H, carries 0.234; number 43, H, carries 0.599; number 44, H, carries 0.461; number 45, H, carries 0.275; number 46, H, carries 0.335; number 47, H, carries 0.316; number 48, H, carries 0.326; number 49, H, carries 0.494; number 50, H, carries 0.288; number 51, H, carries 0.630; number 52, H, carries 0.342; number 53, H, carries 0.411; number 54, F, carries -0.328; number 55, C, carries 0.490; number 56, C, carries -0.466; number 57, F, carries -0.308; number 58, C, carries -0.212; number 59, F, carries 0.393; number 60, C, carries 0.604; number 61, S, carries -0.527; number 62, C, carries 0.198; number 63, F, carries -0.345; number 64, C, carries 0.124; number 65, F, carries -0.315; number 66, S, carries -0.490; number 67, C, carries 0.323; number 68, N, carries -0.482

***

Record 3
# C29H26N2O2P2ReSe2

A structure of composition C29H26N2O2P2ReSe2 (the ωB97M-V functional and the def2-TZVPD basis, the Open Molecules 2025 dataset).

```
! wB97M-V def2-TZVPD RIJCOSX def2/J DEFGRID3
* xyz 2 2
Re -0.068 -0.432 0.523
Se -0.303 0.724 2.733
P -0.080 2.748 1.870
Se 0.122 1.965 -0.207
C -1.606 3.682 1.982
C -2.749 2.968 1.596
C -3.989 3.577 1.629
C -4.105 4.899 2.046
C -2.980 5.608 2.431
C -1.729 5.009 2.404
C 1.483 3.488 2.340
C 1.662 4.786 2.826
C 2.934 5.225 3.164
C 4.024 4.383 3.024
C 3.852 3.090 2.542
C 2.591 2.641 2.201
H -2.667 1.937 1.284
H -4.871 3.021 1.338
H -5.079 5.373 2.074
H -3.070 6.636 2.759
H -0.883 5.586 2.715
H 0.841 5.461 2.955
H 3.067 6.230 3.543
H 5.014 4.732 3.294
H 4.705 2.431 2.439
H 2.464 1.632 1.836
O -0.706 -3.446 3.364
C -0.535 -3.017 2.277
O -0.408 -1.659 2.051
C -0.428 -3.875 1.044
P -0.142 -2.783 -0.352
C -1.564 -2.933 -1.454
C -2.736 -2.304 -1.011
C -3.909 -2.420 -1.741
C -3.923 -3.154 -2.922
C -2.769 -3.781 -3.362
C -1.593 -3.682 -2.630
C 1.496 -3.183 -0.990
C 1.805 -3.666 -2.259
C 3.131 -3.879 -2.612
C 4.149 -3.611 -1.710
C 3.848 -3.144 -0.435
C 2.527 -2.926 -0.076
H -1.344 -4.448 0.923
H 0.399 -4.568 1.175
H -2.739 -1.736 -0.091
H -4.816 -1.951 -1.381
H -4.840 -3.248 -3.490
H -2.782 -4.364 -4.275
H -0.719 -4.203 -2.980
H 1.036 -3.880 -2.979
H 3.367 -4.261 -3.598
H 5.181 -3.776 -1.995
H 4.640 -2.956 0.280
H 2.301 -2.565 0.922
N -0.726 -0.138 -2.528
C -0.220 -0.047 -3.762
C 1.144 -0.232 -3.670
C 1.394 -0.440 -2.317
N 0.248 -0.382 -1.623
H -1.686 -0.046 -2.235
H -0.854 0.139 -4.617
H 1.865 -0.223 -4.472
H 2.334 -0.609 -1.813
*
```

## Properties
frontier orbital gap (alpha / beta): 6.307 / 6.970 eV
<S²>: 0.77
HOMO energy (alpha / beta): -14.155 / -14.285 eV

The computed Mulliken charges, all in e, follow: number 1, Re, carries 1.219; number 2, Se, carries -0.100; number 3, P, carries 0.787; number 4, Se, carries -0.222; number 5, C, carries 1.243; number 6, C, carries -0.728; number 7, C, carries -0.786; number 8, C, carries -0.486; number 9, C, carries -0.919; number 10, C, carries -0.311; number 11, C, carries 1.237; number 12, C, carries -0.293; number 13, C, carries -0.929; number 14, C, carries -0.488; number 15, C, carries -0.790; number 16, C, carries -0.734; number 17, H, carries 0.292; number 18, H, carries 0.422; number 19, H, carries 0.405; number 20, H, carries 0.424; number 21, H, carries 0.357; number 22, H, carries 0.361; number 23, H, carries 0.425; number 24, H, carries 0.405; number 25, H, carries 0.424; number 26, H, carries 0.315; number 27, O, carries -0.488; number 28, C, carries 0.356; number 29, O, carries -0.442; number 30, C, carries -0.592; number 31, P, carries 0.802; number 32, C, carries 0.713; number 33, C, carries -0.597; number 34, C, carries -0.677; number 35, C, carries -0.585; number 36, C, carries -0.894; number 37, C, carries -0.408; number 38, C, carries 0.651; number 39, C, carries -0.121; number 40, C, carries -0.968; number 41, C, carries -0.542; number 42, C, carries -0.803; number 43, C, carries -0.646; number 44, H, carries 0.537; number 45, H, carries 0.542; number 46, H, carries 0.442; number 47, H, carries 0.444; number 48, H, carries 0.442; number 49, H, carries 0.465; number 50, H, carries 0.388; number 51, H, carries 0.186; number 52, H, carries 0.473; number 53, H, carries 0.440; number 54, H, carries 0.458; number 55, H, carries 0.387; number 56, N, carries 0.145; number 57, C, carries -0.175; number 58, C, carries -1.014; number 59, C, carries -0.354; number 60, N, carries 0.135; number 61, H, carries 0.207; number 62, H, carries 0.522; number 63, H, carries 0.468; number 64, H, carries 0.575

***

Record 4
# C29H26N4O4PSV

A structure of composition C29H26N4O4PSV (the ωB97M-V functional and the def2-TZVPD basis, the Open Molecules 2025 dataset).

```
! wB97M-V def2-TZVPD RIJCOSX def2/J DEFGRID3
* xyz 2 1
V -0.165 0.150 -0.169
O -1.177 1.206 -1.111
C -1.996 2.276 -1.057
C -2.644 2.695 -2.205
C -3.472 3.805 -2.136
C -3.638 4.500 -0.941
C -2.963 4.091 0.193
C -2.133 2.969 0.150
C -1.341 2.600 1.290
N -0.549 1.582 1.320
N 0.177 1.431 2.486
C 0.941 0.408 2.393
O 0.862 -0.342 1.267
C 1.903 0.006 3.410
C 2.763 -1.068 3.178
C 3.676 -1.439 4.150
C 3.733 -0.743 5.350
C 2.879 0.331 5.582
C 1.965 0.708 4.617
H -2.494 2.153 -3.128
H -3.983 4.143 -3.027
H -4.281 5.368 -0.904
H -3.063 4.640 1.121
H -1.376 3.219 2.182
H 2.742 -1.587 2.228
H 4.355 -2.261 3.969
H 4.451 -1.032 6.106
H 2.932 0.873 6.516
H 1.298 1.543 4.782
O 1.182 0.782 -3.436
C 1.074 -0.100 -2.657
O 1.223 0.084 -1.299
C 0.675 -1.537 -2.890
P -0.726 -1.748 -1.736
C -0.627 -3.412 -1.074
C -1.452 -4.437 -1.534
C -1.247 -5.732 -1.077
C -0.223 -6.004 -0.182
C 0.613 -4.985 0.260
C 0.413 -3.689 -0.183
C -2.237 -1.428 -2.637
C -3.482 -1.800 -2.121
C -4.636 -1.505 -2.827
C -4.558 -0.831 -4.039
C -3.325 -0.448 -4.547
C -2.163 -0.736 -3.850
H 1.481 -2.178 -2.525
H 0.458 -1.775 -3.927
H -2.228 -4.237 -2.259
H -1.879 -6.532 -1.438
H -0.061 -7.017 0.159
H 1.426 -5.206 0.938
H 1.083 -2.897 0.141
H -3.548 -2.323 -1.177
H -5.597 -1.806 -2.434
H -5.462 -0.610 -4.591
H -3.264 0.069 -5.496
H -1.212 -0.426 -4.264
N -0.768 -2.337 2.571
C -1.950 -1.995 2.097
N -3.046 -2.530 2.623
S -2.208 -0.864 0.817
H -0.676 -3.013 3.314
H 0.068 -1.938 2.176
H -3.009 -3.144 3.422
H -3.953 -2.242 2.295
*
```

## Properties
frontier orbital gap: 6.061 eV
HOMO energy: -13.896 eV
energy relative to the best compared isomer or geometry (same formula, charge and spin): 4.2 kcal/mol

The computed Mulliken charges, all in e, follow: number 1, V, carries 0.213; number 2, O, carries 0.025; number 3, C, carries 0.575; number 4, C, carries -0.620; number 5, C, carries -0.704; number 6, C, carries -0.795; number 7, C, carries -0.843; number 8, C, carries 0.518; number 9, C, carries -0.265; number 10, N, carries 0.668; number 11, N, carries -1.036; number 12, C, carries 0.451; number 13, O, carries 0.050; number 14, C, carries 0.424; number 15, C, carries -0.228; number 16, C, carries -0.827; number 17, C, carries -0.420; number 18, C, carries -0.722; number 19, C, carries -0.376; number 20, H, carries 0.543; number 21, H, carries 0.462; number 22, H, carries 0.442; number 23, H, carries 0.455; number 24, H, carries 0.493; number 25, H, carries 0.435; number 26, H, carries 0.434; number 27, H, carries 0.424; number 28, H, carries 0.429; number 29, H, carries 0.473; number 30, O, carries -0.490; number 31, C, carries 0.593; number 32, O, carries -0.522; number 33, C, carries -1.135; number 34, P, carries 2.288; number 35, C, carries 0.794; number 36, C, carries -0.582; number 37, C, carries -0.732; number 38, C, carries -0.629; number 39, C, carries -0.810; number 40, C, carries -0.630; number 41, C, carries 0.691; number 42, C, carries -0.574; number 43, C, carries -0.889; number 44, C, carries -0.551; number 45, C, carries -0.745; number 46, C, carries -0.754; number 47, H, carries 0.481; number 48, H, carries 0.572; number 49, H, carries 0.475; number 50, H, carries 0.458; number 51, H, carries 0.441; number 52, H, carries 0.481; number 53, H, carries 0.425; number 54, H, carries 0.463; number 55, H, carries 0.461; number 56, H, carries 0.449; number 57, H, carries 0.491; number 58, H, carries 0.255; number 59, N, carries -0.134; number 60, C, carries 0.858; number 61, N, carries -0.402; number 62, S, carries -0.321; number 63, H, carries 0.238; number 64, H, carries -0.146; number 65, H, carries 0.205; number 66, H, carries 0.250